(1)
Density functional theory data (the ωB97M-V functional and the def2-TZVPD basis) for 14 unconnected molecules or ions with the total composition C38H109N5O23 in a non-equilibrium geometry.

Last columns: bonded neighbours and bond lengths (Å).
Element x y z (Å)
1 H -5.818 3.323 -6.330  C153 1.090
2 H 2.339 2.165 -4.089  O78 0.960
3 H -4.982 4.094 -0.163  O10 0.957
4 H 2.738 0.015 -3.913  C63 1.090
5 H 0.849 2.043 -2.656  O44 0.957
6 C 0.967 9.126 2.276  H14 1.090, H18 1.090, O93 1.432, H151 1.090
7 O -8.299 -1.530 -3.352  C12 1.387, C101 1.398
8 C -1.344 1.240 3.874  H57 1.090, H77 1.090, O119 1.388, H124 1.090
9 H -0.736 -6.614 2.843  C127 1.090
10 O -4.610 3.271 0.154  H3 0.957, H145 0.957
11 O 2.472 -7.991 2.547  C42 1.432, C150 1.450
12 C -8.693 -0.840 -2.215  O7 1.387, H49 1.090, C70 1.592, H149 1.090
13 N -0.536 4.305 2.294  H84 1.010, C134 1.445, C160 1.413
14 H 1.989 8.875 2.563  C6 1.090
15 C 1.961 -0.525 5.272  H34 1.090, O83 1.414, H136 1.090, H159 1.090
16 O 3.091 -2.010 -5.401  C72 1.435, H117 0.960
17 O 3.240 -3.297 3.123  H65 0.957, H155 0.957
18 H 0.812 9.970 2.948  C6 1.090
19 H 2.783 -6.391 4.299  C112 1.090
20 C 0.134 7.290 -6.531  H28 1.090, H76 1.090, C109 1.516, O144 1.455
21 H 3.082 0.906 0.495  C102 1.090
22 O -1.008 3.741 -3.395  C82 1.482, C122 1.444
23 O 4.360 4.076 0.438  C62 1.433, H69 0.960
24 O -0.764 -4.889 0.841  C129 1.393, C132 1.402
25 H 4.065 -4.798 6.067  C31 1.090
26 H 3.408 -9.433 1.211  C150 1.090
27 C -1.638 1.412 -3.143  C82 1.510, H123 1.090, H126 1.090, N131 1.467
28 H 0.606 6.889 -7.428  C20 1.090
29 H -4.815 3.823 -4.950  C153 1.090
30 H -0.629 -5.493 4.189  C127 1.090
31 C 4.350 -4.621 7.104  H25 1.090, H91 1.090, C161 1.570, N162 1.400
32 H 0.986 -1.693 -1.065  C154 1.090
33 H -0.836 1.333 -1.212  N131 1.010
34 H 2.478 -1.051 4.469  C15 1.090
35 C 4.397 -2.256 6.530  H104 1.090, H106 1.090, C152 1.607, N162 1.456
36 H -8.878 -0.024 -4.711  C101 1.090
37 H 6.487 -6.762 7.625  C169 1.090
38 H -2.702 -5.689 0.743  C132 1.090
39 H 3.834 -5.125 -4.101  O68 0.960
40 H -8.094 2.812 -1.446  C61 1.090
41 H -7.279 -0.397 -4.760  C101 1.090
42 C 1.597 -7.997 3.680  O11 1.432, H47 1.090, C112 1.542, H130 1.090
43 H 1.369 -6.461 5.291  C112 1.090
44 O 1.564 2.678 -2.627  H5 0.957, H175 0.957
45 H 5.939 -8.345 8.003  C169 1.090
46 H 1.419 0.092 -0.799  C154 1.090
47 H 1.948 -8.731 4.405  C42 1.090
48 C 2.532 -5.121 -2.765  O68 1.391, H105 1.090, C121 1.536, H143 1.090
49 H -9.528 -0.183 -2.462  C12 1.090
50 H 1.445 -3.201 -2.943  C121 1.090
51 H -6.864 0.875 -3.139  N96 1.010
52 H -0.097 2.826 -5.064  C122 1.090
53 H 2.026 -10.046 2.028  C150 1.090
54 H -1.277 4.220 -5.311  C122 1.090
55 O 4.339 -7.088 7.517  C161 1.410, C169 1.447
56 H -0.811 8.691 -7.948  C109 1.090
57 H -1.879 0.517 4.490  C8 1.090
58 H 2.480 -0.421 -6.815  C72 1.090
59 H -3.048 3.107 -3.533  C82 1.090
60 H -8.419 -1.551 -5.447  C101 1.090
61 C -7.726 2.357 -2.366  H40 1.090, N96 1.498, C100 1.538, H148 1.090
62 C 3.294 3.123 0.527  O23 1.433, C102 1.599, H166 1.090, H172 1.090
63 C 2.350 0.281 -4.896  H4 1.090, C72 1.584, O78 1.472, H164 1.090
64 H 0.397 4.465 -4.840  C122 1.090
65 H 3.557 -2.996 2.271  O17 0.957
66 H 1.298 -0.687 1.759  C89 1.090
67 H 0.093 -0.681 -3.058  C115 1.090
68 O 3.619 -4.517 -3.389  H39 0.960, C48 1.391
69 H 5.199 3.851 0.846  O23 0.960
70 C -7.620 0.040 -1.435  C12 1.592, N96 1.448, H138 1.090, H147 1.090
71 H 0.534 -4.598 -2.304  C121 1.090
72 C 3.068 -0.678 -5.934  O16 1.435, H58 1.090, C63 1.584, H133 1.090
73 H -1.564 5.683 1.318  C134 1.090
74 H 0.517 6.804 1.048  C170 1.090
75 N 1.144 -5.623 3.234  H87 1.010, C112 1.509, C127 1.456
76 H -0.770 6.750 -6.248  C20 1.090
77 H -1.188 0.710 2.934  C8 1.090
78 O 2.448 1.748 -4.947  H2 0.960, C63 1.472
79 O -6.609 2.871 -4.418  C100 1.396, C153 1.465
80 H -0.118 -1.303 2.479  C89 1.090
81 H 1.696 6.561 -5.525  O144 0.960
82 C -2.123 2.837 -3.025  O22 1.482, C27 1.510, H59 1.090, H146 1.090
83 O 2.245 -0.995 6.575  C15 1.414, C152 1.375
84 H -1.225 3.632 1.990  N13 1.010
85 H 1.430 9.470 -6.428  O95 0.960
86 H 3.271 1.566 -1.750  O98 0.960
87 H 1.452 -6.003 2.351  N75 1.010
88 H -5.872 3.461 -2.638  C100 1.090
89 C 0.415 -1.281 1.528  H66 1.090, H80 1.090, O107 1.446, H156 1.090
90 H -1.224 -0.965 -1.904  C115 1.090
91 H 5.434 -4.596 7.221  C31 1.090
92 H -1.941 -4.282 2.455  C129 1.090
93 O -0.011 8.116 2.544  C6 1.432, C170 1.393
94 H -1.289 -6.809 0.723  C132 1.090
95 O 0.868 9.386 -7.201  H85 0.960, C109 1.369
96 N -6.943 1.097 -2.157  H51 1.010, C61 1.498, C70 1.448
97 H -1.901 -5.916 -0.674  C132 1.090
98 O 4.046 1.336 -1.232  H86 0.960, C102 1.478
99 H -1.542 0.729 0.783  O167 0.957
100 C -6.840 3.355 -3.129  C61 1.538, O79 1.396, H88 1.090, H111 1.090
101 C -8.234 -0.896 -4.595  O7 1.398, H36 1.090, H41 1.090, H60 1.090
102 C 3.820 1.650 0.194  H21 1.090, C62 1.599, O98 1.478, H110 1.090
103 H -1.590 6.146 2.922  C134 1.090
104 H 5.425 -2.196 6.887  C35 1.090
105 H 2.647 -5.172 -1.682  C48 1.090
106 H 4.194 -2.445 5.476  C35 1.090
107 O -0.149 -0.697 0.331  C89 1.446, C154 1.489
108 H -0.399 -3.715 2.462  C129 1.090
109 C -0.282 8.672 -6.995  C20 1.516, H56 1.090, O95 1.369, H120 1.090
110 H 4.821 1.533 0.607  C102 1.090
111 H -7.288 4.336 -3.286  C100 1.090
112 C 1.709 -6.573 4.261  H19 1.090, C42 1.542, H43 1.090, N75 1.509
113 H 1.116 6.540 2.720  C170 1.090
114 H 3.723 -5.760 8.899  C161 1.090
115 C -0.346 -0.354 -2.116  H67 1.090, H90 1.090, N131 1.412, C154 1.580
116 H 0.793 2.111 2.569  C141 1.090
117 H 3.547 -2.720 -5.859  O16 0.960
118 H 2.948 -3.350 6.571  N162 1.010
119 O -0.081 1.550 4.358  C8 1.388, C141 1.401
120 H -1.026 9.125 -6.339  C109 1.090
121 C 1.279 -4.274 -3.031  C48 1.536, H50 1.090, H71 1.090, O173 1.475
122 C -0.458 3.798 -4.729  O22 1.444, H52 1.090, H54 1.090, H64 1.090
123 H -2.506 0.758 -3.055  C27 1.090
124 H -2.005 2.104 3.800  C8 1.090
125 H 0.545 4.546 4.079  C160 1.090
126 H -1.071 1.227 -4.055  C27 1.090
127 C -0.310 -5.662 3.161  H9 1.090, H30 1.090, N75 1.456, C129 1.549
128 H 3.987 -0.010 6.674  C152 1.090
129 C -0.938 -4.625 2.197  O24 1.393, H92 1.090, H108 1.090, C127 1.549
130 H 0.637 -8.238 3.223  C42 1.090
131 N -0.626 1.030 -2.152  C27 1.467, H33 1.010, C115 1.412
132 C -1.683 -5.848 0.392  O24 1.402, H38 1.090, H94 1.090, H97 1.090
133 H 4.084 -0.318 -6.092  C72 1.090
134 C -0.915 5.696 2.194  N13 1.445, H73 1.090, H103 1.090, C170 1.629
135 H 2.520 2.700 -6.297  O139 0.957
136 H 2.308 0.501 5.152  C15 1.090
137 H 3.547 -1.022 8.072  C152 1.090
138 H -6.882 -0.669 -1.062  C70 1.090
139 O 2.294 3.282 -7.023  H135 0.957, H142 0.957
140 H 1.277 -4.262 -5.098  O173 0.960
141 C 0.586 2.495 3.568  H116 1.090, O119 1.401, C160 1.592, H165 1.090
142 H 1.571 2.840 -7.469  O139 0.957
143 H 2.263 -6.152 -2.992  C48 1.090
144 O 1.129 7.334 -5.471  C20 1.455, H81 0.960
145 H -3.663 3.406 0.119  O10 0.957
146 H -2.292 2.992 -1.959  C82 1.090
147 H -7.989 0.453 -0.496  C70 1.090
148 H -8.640 2.164 -2.927  C61 1.090
149 H -9.178 -1.511 -1.506  C12 1.090
150 C 2.842 -9.332 2.137  O11 1.450, H26 1.090, H53 1.090, H158 1.090
151 H 1.029 9.491 1.251  C6 1.090
152 C 3.558 -0.963 6.984  C35 1.607, O83 1.375, H128 1.090, H137 1.090
153 C -5.836 3.729 -5.319  H1 1.090, H29 1.090, O79 1.465, H171 1.090
154 C 0.647 -0.666 -0.927  H32 1.090, H46 1.090, O107 1.489, C115 1.580
155 H 2.356 -3.620 2.950  O17 0.957
156 H 0.881 -2.249 1.342  C89 1.090
157 H -0.964 3.847 4.353  C160 1.090
158 H 3.379 -9.940 2.866  C150 1.090
159 H 0.883 -0.532 5.117  C15 1.090
160 C -0.180 3.890 3.597  N13 1.413, H125 1.090, C141 1.592, H157 1.090
161 C 3.705 -5.864 7.814  C31 1.570, O55 1.410, H114 1.090, H163 1.090
162 N 3.736 -3.366 7.202  C31 1.400, C35 1.456, H118 1.010
163 H 2.640 -5.978 7.616  C161 1.090
164 H 1.296 0.039 -4.763  C63 1.090
165 H 1.610 2.546 3.940  C141 1.090
166 H 2.380 3.266 -0.051  C62 1.090
167 O -1.903 1.457 0.277  H99 0.957, H168 0.957
168 H -2.794 1.182 0.062  O167 0.957
169 C 5.654 -7.296 8.082  H37 1.090, H45 1.090, O55 1.447, H174 1.090
170 C 0.260 6.822 2.107  H74 1.090, O93 1.393, H113 1.090, C134 1.629
171 H -6.248 4.732 -5.432  C153 1.090
172 H 2.976 3.060 1.567  C62 1.090
173 O 0.776 -4.636 -4.369  C121 1.475, H140 0.960
174 H 5.576 -7.098 9.151  C169 1.090
175 H 1.153 3.514 -2.850  O44 0.957

Summary:
- E_LUMO (eV) = 0.244
- relative energy (zero: lowest compared OMol25 entry of this formula, charge and spin) (eV) = 9.714
- 2S+1 = 1
- molecular weight (g/mol) = 1004.3
- total charge = 0

---

(2)
Density functional theory data (the ωB97M-V functional and the def2-TZVPD basis) for a single C4H10O molecule in a non-equilibrium geometry.

Last columns: bonded neighbours and bond lengths (Å).
Element x y z (Å)
1 H -1.711 0.902 1.132  C3 1.135
2 H 0.266 -1.275 1.710  C4 1.093
3 C -1.396 0.342 0.196  H1 1.135, H5 1.108, C8 1.539, H13 1.268
4 C 0.724 -0.336 1.389  H2 1.093, C8 1.555, H10 1.089, H15 1.105
5 H -1.856 0.836 -0.682  C3 1.108
6 H 1.455 -0.908 -1.680  C11 1.112
7 H -0.035 -0.203 -2.284  C11 1.123
8 C 0.132 0.209 0.059  C3 1.539, C4 1.555, C11 1.725, O14 1.411
9 H -0.041 -1.706 -1.310  C11 1.098
10 H 1.792 -0.509 1.260  C4 1.089
11 C 0.404 -0.704 -1.379  H6 1.112, H7 1.123, C8 1.725, H9 1.098
12 H 0.372 1.788 -0.954  O14 0.966
13 H -1.735 -0.872 0.054  C3 1.268
14 O 0.773 1.450 -0.143  C8 1.411, H12 0.966
15 H 0.600 0.388 2.214  C4 1.105

Summary:
- E_LUMO (eV) = 0.901
- structure (SMILES) = CC(C)(C)O
- relative energy (zero: lowest compared OMol25 entry of this formula, charge and spin) (eV) = 1.164
- 2S+1 = 1
- molecular weight (g/mol) = 74.1
- total charge = 0

---

(3)
Density functional theory data (the ωB97M-V functional and the def2-TZVPD basis) for a single C2H3FNOP molecule in a non-equilibrium geometry.

Last columns: bonded neighbours and bond lengths (Å).
Element x y z (Å)
1 C -0.002 0.676 0.547  N4 1.278, H6 1.034, C8 1.479
2 F -2.608 -0.895 -0.659  P9 1.615
3 H 1.830 0.206 0.296  C8 1.073
4 N -1.011 0.029 0.990  C1 1.278, P9 1.603
5 O 0.678 -1.129 -0.847  C8 1.342
6 H 0.236 1.625 0.880  C1 1.034
7 H 1.359 0.785 -1.228  C8 1.167
8 C 0.997 0.083 -0.368  C1 1.479, H3 1.073, O5 1.342, H7 1.167
9 P -1.480 -1.381 0.389  F2 1.615, N4 1.603

Summary:
- E_LUMO (eV) = -0.630
- relative energy (zero: lowest compared OMol25 entry of this formula, charge and spin) (eV) = 2.191
- 2S+1 = 1
- molecular weight (g/mol) = 107.0
- total charge = 0

---

Short version: HOMO energy = -8.1, -9.9, -9.2 eV, in the order given.
Short version: Kohn-Sham gap = 0.307, 0.398, 0.317 Ha, in the order given.